Formula: C17H21F3N4O2S
Source: the OMol25 dataset
Level of theory: wB97M-V/def2-TZVPD

Structure (XYZ):
```
48
Properties=species:S:1:pos:R:3:forces:R:3:mulliken_charge:R:1
O 1.743783 1.041142 -2.484387 0.0 0.3 0.3 -0.652
F -2.369858 1.736395 0.989356 -0.4 -0.2 -0.2 -0.205
F -2.071015 -0.305570 1.578920 -0.1 -0.2 -0.5 -0.221
F -3.813870 0.199373 0.411613 0.1 0.2 0.0 -0.254
N 2.228801 -1.885512 1.721248 -1.4 -0.4 -1.4 -1.011
N 0.835709 -2.127548 -0.124332 1.3 0.1 1.2 -0.523
O -0.347443 -5.052181 0.485818 1.4 -1.4 -1.1 -0.581
S -1.521863 0.154191 -0.961435 -0.1 -1.1 0.5 0.050
C 1.209430 1.548381 -1.498474 3.4 -2.6 0.9 -0.108
C 1.229415 -2.688888 2.039296 -1.8 0.0 -2.0 -0.465
C 0.329397 -2.837915 0.864423 0.6 0.2 1.8 -0.373
C -2.235670 3.832543 -2.412635 -0.6 -1.7 1.1 -0.547
C -0.978068 4.385193 -2.458075 -1.1 0.6 -0.7 -0.814
C -2.404141 2.514911 -1.942123 0.4 1.0 -0.9 -0.596
C 0.118902 3.621473 -2.173069 2.3 -0.2 -0.2 -0.120
C -1.284334 1.760865 -1.611446 -0.1 0.7 0.4 0.581
C 0.011864 2.297572 -1.734683 -2.6 1.7 0.3 0.043
N 1.951990 -1.570942 0.424599 0.7 -0.1 -0.1 1.411
N 1.806116 1.377882 -0.233438 -1.7 -0.1 -0.8 0.565
C -2.515199 0.465113 0.561537 0.9 0.5 0.2 0.843
C 1.672705 3.108331 1.451975 0.4 0.1 0.9 -1.325
C -1.887830 -3.514448 -0.355393 0.6 -0.2 -0.4 -1.357
C -1.628898 -3.949706 2.093175 1.5 0.2 -0.2 -1.570
C 1.119426 1.758475 1.008394 -0.5 1.1 -0.6 -0.070
C 2.975284 -0.896143 -0.395521 -1.1 1.2 -0.2 -0.917
C 3.053728 0.632198 -0.110132 -0.1 -0.5 0.1 -1.068
C -0.870621 -3.795989 0.761453 -1.0 0.7 0.2 1.794
H 0.090347 -4.977770 -0.395392 -0.4 -0.3 1.0 0.406
H 1.013242 -3.128352 2.992321 0.5 0.1 0.3 0.426
H -3.118201 4.385987 -2.663509 -0.2 0.3 -0.2 0.402
H -0.995611 5.412270 -2.802223 0.9 0.0 0.0 0.373
H -3.397905 2.086669 -1.901676 0.1 -0.1 0.1 0.432
H 1.157499 4.010717 -2.364740 -1.2 -0.3 0.4 0.434
H 1.168386 3.450474 2.361796 0.2 -0.1 0.1 0.431
H 2.752667 3.020894 1.657899 -0.3 0.1 0.1 0.332
H 1.561409 3.924505 0.731056 -0.2 -0.4 -0.2 0.269
H -2.552562 -4.414724 -0.485704 0.8 1.0 0.1 0.394
H -2.479111 -2.652999 -0.130944 -0.6 0.6 0.2 0.152
H -1.333448 -3.270529 -1.278908 -0.4 -0.3 0.1 0.352
H -2.103725 -3.030975 2.371456 -0.3 0.5 0.1 0.268
H -0.902720 -4.216107 2.863965 -0.2 -0.1 0.1 0.437
H -2.348610 -4.739958 2.027558 -0.4 -0.4 -0.2 0.432
H 0.028576 1.854713 0.876940 0.5 -0.1 -0.4 -0.117
H 1.195812 0.977797 1.763409 0.5 0.0 0.0 0.394
H 2.685587 -1.036753 -1.443231 0.2 -0.1 0.3 0.438
H 3.977184 -1.256806 -0.183746 -0.1 -0.6 0.0 0.340
H 3.467180 0.738044 0.912286 -0.5 0.3 -0.5 0.491
H 3.776264 1.053704 -0.805275 0.1 0.0 -0.1 0.405
```
Forces are in eV/Å.

structure (SMILES) = CCN(CCn1ncc(C(C)(C)O)n1)C(=O)c1ccccc1SC(F)(F)F
orbital gap = 0.352 hartree
LUMO level = 0.52 eV
electronic energy = -47012.2308 eV
energy above the lowest of the compared OMol25 structures with the same formula, charge and spin = 0.0000 eV
HOMO = -9.07 eV